Record 1
Entry from OMol25: a molecular structure, C7H11AlI2N2O2 (the ωB97M-V functional and the def2-TZVPD basis).

Results
E_tot   -37309.95887 eV
Lowest unoccupied orbital energy (alpha / beta)   3.89 / 3.58 eV
HOMO-LUMO gap (alpha / beta)   4.33 / 1.07 eV
Total charge   -2

CARTESIAN COORDINATES (ANGSTROEM)
C 1.664871 2.737161 1.359487
I 3.766077 1.904440 2.679723
H 0.592140 2.844114 1.127827
H 2.221912 2.772967 0.411962
H 1.927501 3.584672 2.004312
C -0.629104 -2.117270 -2.066911
C -0.527939 -0.661016 -0.319604
N -0.480428 -1.992100 -0.679876
H -0.956564 -0.527016 -3.556029
I -2.142136 1.641052 1.965669
N -0.763381 0.001040 -1.473654
H -0.603908 -3.066024 -2.569414
Al -0.590742 -0.308474 1.615261
C 1.887338 1.373616 2.074031
O 1.144203 0.378680 2.134295
C -0.802331 -0.870620 -2.548678
C -0.932256 1.429769 -1.606791
H -1.113007 1.649194 -2.664609
H -0.031392 1.965855 -1.277405
H -1.781440 1.776122 -1.003016
C -0.256349 -3.028497 0.211430
H 0.801815 -3.162007 0.471338
H -0.781979 -3.947511 -0.057538
H -0.748640 -2.519202 1.469780
O -0.864259 -1.858945 2.298407

Cartesian forces, eV/Å:
-2.5 -1.1 -0.4
2.9 -1.6 1.7
0.1 0.0 -0.1
0.1 0.2 0.1
-0.1 -0.2 -0.3
0.0 0.4 1.0
-0.3 -1.7 -1.3
0.1 1.9 -1.9
-0.1 0.1 0.0
-0.3 0.3 0.1
0.4 -0.3 -0.5
0.1 -0.1 0.1
1.1 0.0 1.6
0.3 5.0 -1.4
-1.8 -2.9 0.0
-0.3 0.5 0.2
0.0 0.6 0.0
0.0 0.0 0.2
-0.2 -0.2 -0.1
0.3 -0.1 -0.2
0.6 -2.4 0.6
-0.2 -0.1 -0.3
0.3 0.1 -0.3
0.2 -0.1 0.1
-0.4 1.7 1.0

=====

Record 2
Entry from OMol25: a gas-phase ion, C7H11BClN4O3 (charge +1) (the ωB97M-V functional and the def2-TZVPD basis).

Results
SMILES string   C#CN(Cl)c1nc(B(O)O)n(OCCC)[nH+]1
E_tot   -32720.65856 eV
Lowest unoccupied orbital energy   -4.99 eV
HOMO-LUMO gap   7.77 eV
Total charge   +1

CARTESIAN COORDINATES (ANGSTROEM)
C -3.507734 -4.821187 1.176181
C -2.967938 -4.089637 0.075248
N -1.875510 -3.467004 -0.819497
Cl -0.976207 -4.423585 -1.992141
C -1.579688 -2.116800 -0.711034
N -2.280444 -1.121254 0.234072
C -1.667171 0.266469 0.081441
B -2.034317 1.700488 0.823079
O -1.238123 2.943730 0.617946
O -3.244260 1.771210 1.714841
N -0.609604 -0.063879 -0.966634
O 0.276754 0.865815 -1.447479
C 1.433375 0.709928 -0.503884
C 2.582376 1.865912 -0.681416
C 3.239321 2.106542 0.826630
N -0.518937 -1.351470 -1.471454
H -3.918242 -5.498500 2.069493
H -1.465638 3.255765 -0.313940
H -3.489752 0.810908 1.939999
H 1.868664 -0.394419 -0.576613
H 1.023786 0.800553 0.610823
H 3.446650 1.404194 -1.350924
H 2.136682 2.866949 -1.135229
H 2.970171 1.231048 1.578306
H 2.727844 3.071329 1.248962
H 4.414252 2.261343 0.724598
H 0.121625 -1.799380 -2.162878

Cartesian forces, eV/Å:
4.7 4.8 -7.7
-1.5 -4.8 7.2
-2.1 0.2 2.0
-0.9 0.9 1.2
0.5 5.1 1.1
3.2 0.9 -2.8
2.0 -8.4 -4.2
-1.6 3.0 1.9
-2.8 -3.3 -1.4
4.0 -2.8 -2.5
-2.2 2.5 1.5
0.8 -1.3 1.5
1.6 0.5 1.9
0.4 -1.2 0.2
-0.4 0.5 -0.3
-4.7 -2.6 3.7
0.7 2.0 -2.6
0.7 -0.3 1.6
0.1 1.9 -0.4
-0.8 2.4 -0.2
0.6 0.0 -2.5
-2.0 1.3 1.1
1.0 -2.3 1.0
0.8 1.7 -1.7
1.2 -1.8 -0.6
-2.7 -0.4 0.4
-0.4 1.3 0.7

=====

Record 3
Entry from OMol25: C7H11BN2OS in the gas phase (the ωB97M-V functional and the def2-TZVPD basis).

Results
SMILES string   CB1OCCCN1c1cncs1
E_tot   -23976.70322 eV
ΔE to the lowest compared entry with this formula, charge and spin   0.00 kJ/mol
Lowest unoccupied orbital energy   0.56 eV
HOMO-LUMO gap   8.34 eV

CARTESIAN COORDINATES (ANGSTROEM)
B 0.053400 0.295443 1.491627
C 0.880808 0.781177 -2.410741
C -0.114032 2.675746 -2.767006
C 0.178870 0.820057 -1.186565
C -0.709045 -2.223235 0.552039
C 0.095339 -1.458926 -0.470407
C -0.239905 -2.064313 1.922207
C 0.239663 1.808787 1.877058
N 0.727024 1.832360 -3.199652
N -0.037116 -0.075098 -0.210978
O -0.058148 -0.741812 2.291343
S -0.839196 2.241262 -1.209657
H 1.403272 -0.030854 -2.794324
H -0.213851 3.676249 -3.321957
H -1.745458 -1.817852 0.576254
H -0.769300 -3.227937 0.362923
H 1.154405 -1.952079 -0.584701
H -0.481357 -1.668234 -1.425551
H -0.993870 -2.595800 2.707961
H 0.672410 -2.744478 1.907768
H 1.137393 2.080554 1.279799
H 0.321080 1.980384 2.971297
H -0.662389 2.408596 1.641261

Cartesian forces, eV/Å:
-0.5 0.6 -4.3
-1.3 -0.6 3.0
-0.8 2.7 -0.1
0.1 1.1 -2.3
-2.1 2.7 0.1
-0.2 -2.2 -2.0
-0.2 -3.6 2.1
-0.4 -0.5 0.5
0.3 0.5 -1.6
1.0 0.3 5.2
0.5 0.0 1.3
0.8 0.5 -1.1
1.1 -1.4 -0.2
-0.3 -1.6 1.3
0.4 -0.2 -0.7
-0.1 -2.6 -0.8
-1.5 1.2 0.2
1.1 0.2 0.5
1.7 1.4 -1.8
-0.2 1.5 1.0
-0.6 0.6 0.6
0.6 -0.3 -0.7
0.7 -0.3 -0.5

=====

Record 4
Entry from OMol25: a gas-phase ion, C7H11BrFN2S (charge +1) (the ωB97M-V functional and the def2-TZVPD basis).

Results
E_tot   -94005.06927 eV
ΔE to the lowest compared entry with this formula, charge and spin   0.00 kJ/mol
Lowest unoccupied orbital energy   -3.31 eV
HOMO-LUMO gap   9.29 eV
Total charge   +1

CARTESIAN COORDINATES (ANGSTROEM)
C 1.042742 1.277809 1.375379
C -0.931865 -2.002721 -0.923924
C -1.740418 0.380851 -0.616132
C 0.665062 1.298578 -1.060578
C 0.183274 -2.723031 -1.031762
C -0.749539 1.625053 -0.425475
C -1.050524 -0.842011 -0.042913
N 1.505498 0.955545 0.124562
N 1.703773 0.967334 2.472608
F 1.251410 -2.250936 -0.270135
S -0.541547 2.032661 1.418812
Br -2.250418 -1.607508 1.348837
H 0.616008 0.429371 -1.653143
H -1.867495 -2.294110 -1.373591
H -2.759011 0.431027 -0.189636
H -1.685427 0.137912 -1.687307
H 1.216165 2.015987 -1.625460
H 0.336581 -3.626655 -1.595878
H -1.207225 2.475575 -0.719595
H -0.171981 -0.637759 0.643463
H 2.374843 0.392860 0.065428
H 2.692482 0.493532 2.272102
H 1.367611 1.070637 3.494338

Cartesian forces, eV/Å:
-0.5 -0.2 -1.5
1.1 -0.7 -0.7
2.0 0.4 -0.2
-0.2 0.1 2.8
-0.4 1.5 1.0
0.2 -3.1 1.1
0.1 -0.5 2.9
0.1 0.3 2.2
2.8 -1.3 0.9
-0.4 -0.9 -1.0
1.2 -0.9 -1.2
-0.3 0.1 0.6
-0.4 -1.2 -0.8
0.1 -0.3 -0.5
0.6 0.7 -0.6
-0.8 0.7 0.0
-0.3 1.1 -0.3
0.4 0.0 0.1
-1.2 2.7 -1.7
-1.0 -0.3 -1.6
-1.0 0.6 -0.2
-2.9 1.4 1.2
0.7 -0.2 -2.7

=====

Record 5
Entry from OMol25: C7H11BrN2O in the gas phase (the ωB97M-V functional and the def2-TZVPD basis).

Results
SMILES string   CC(C)c1ccn([C@@H](O)Br)n1
E_tot   -82505.73002 eV
ΔE to the lowest compared entry with this formula, charge and spin   112.24 kJ/mol
Lowest unoccupied orbital energy   0.03 eV
HOMO-LUMO gap   9.67 eV

CARTESIAN COORDINATES (ANGSTROEM)
C -0.391855 -0.754308 -1.090003
C 0.541804 -0.218324 -1.908644
C -0.088190 -0.172442 0.155616
C -0.799157 -1.922347 1.670712
C -2.210662 0.200951 1.398531
C -0.816383 -0.371559 1.453147
C 2.151544 1.665619 -1.752826
N 0.932372 0.597119 0.075076
N 1.334810 0.672155 -1.278240
O 2.106148 2.787257 -1.005233
Br 4.368983 1.214256 -1.931438
H -1.118436 -1.500507 -1.234990
H 0.798327 -0.598194 -2.866442
H -1.022109 -2.220428 2.693889
H 0.150719 -2.337210 1.275969
H -1.730764 -2.362588 1.163560
H -2.995250 -0.462916 1.546807
H -2.454809 0.473011 0.316750
H -2.313696 1.017387 2.169449
H -0.143320 0.073198 2.189185
H 1.870760 1.846640 -2.843261
H 1.829162 2.373231 -0.197614

Cartesian forces, eV/Å:
0.8 0.6 0.3
-0.1 -1.0 -1.8
-0.7 -0.1 0.3
-1.6 -0.1 -0.7
0.3 2.4 -0.9
1.3 -1.8 -0.2
1.0 1.4 -2.9
2.1 2.9 -0.2
-1.8 -2.6 2.9
0.2 -0.7 -1.0
-1.7 -0.1 0.1
-0.6 -0.7 -0.6
0.0 0.3 -1.0
0.6 0.2 0.3
-0.8 -0.1 0.5
1.6 0.4 0.0
-1.1 -1.7 1.0
0.5 0.6 1.5
-0.1 -0.5 -1.3
-0.5 0.2 0.2
1.0 -0.3 1.4
-0.4 0.5 2.1

=====

Record 6
Entry from OMol25: 5 unconnected molecules or ions with the total composition C7H11Cl13 (the ωB97M-V functional and the def2-TZVPD basis).

Results
SMILES string   ClC(Cl)Cl.ClC(Cl)Cl.ClC(Cl)Cl.ClCCCl.ClCCCl
E_tot   -170228.54060 eV
ΔE to the lowest compared entry with this formula, charge and spin   78.28 kJ/mol
Lowest unoccupied orbital energy   0.12 eV
HOMO-LUMO gap   10.64 eV

CARTESIAN COORDINATES (ANGSTROEM)
Cl 22.041500 6.059740 17.606180
C 20.928500 6.807040 16.517880
C 19.887780 7.579580 17.226180
Cl 18.813870 6.477800 18.174270
H 20.466710 6.042760 15.892780
H 21.574290 7.449200 15.918980
H 19.243200 8.123840 16.535960
H 20.319620 8.276070 17.944860
Cl 23.774400 10.452170 21.101990
C 23.379730 9.975380 19.424720
C 24.711370 9.684550 18.664200
Cl 24.322650 8.803890 17.167200
H 22.649240 10.683140 19.032840
H 22.718290 9.113320 19.511070
H 25.413640 9.064260 19.221120
H 25.231670 10.568180 18.294610
C 23.462450 7.920080 12.653570
Cl 23.287800 6.445570 13.742390
Cl 21.831650 8.442270 12.023180
Cl 24.543090 7.543560 11.275570
H 23.986380 8.722180 13.173400
C 18.993040 8.223750 22.423320
Cl 19.570580 8.487810 20.760200
Cl 19.569520 6.713560 23.093570
Cl 17.275580 8.292680 22.423510
H 19.348360 9.100340 22.965020
C 20.089490 5.184780 11.784820
Cl 19.750780 5.834040 13.342170
Cl 18.962160 5.751720 10.504340
Cl 20.282970 3.428300 11.805540
H 21.037040 5.516230 11.360080

Cartesian forces, eV/Å:
0.8 -0.9 1.0
0.1 0.1 -1.1
-0.9 0.3 0.7
0.1 0.2 -0.4
0.2 0.0 0.0
-0.4 0.2 -0.3
0.1 -0.1 0.0
0.0 0.0 -0.1
0.0 0.2 0.0
0.2 -0.6 0.2
-1.0 0.4 -0.2
-0.1 -0.3 -0.4
0.9 0.6 -0.4
0.7 -0.6 0.0
-0.4 0.1 0.2
-0.2 0.2 0.5
-0.3 -0.9 -0.5
0.2 1.4 -0.9
1.3 -0.3 0.7
-0.5 0.0 0.5
-0.6 -0.2 0.2
0.6 0.7 -0.4
0.3 -0.1 0.1
0.2 0.1 0.1
-1.2 0.0 0.1
0.2 -0.5 0.3
0.8 -0.1 -1.7
-0.3 0.2 0.3
-0.1 -0.3 0.5
-0.4 -0.1 0.1
0.0 0.3 0.8

=====

Which value of E_tot does entry 2 give? -32720.65856 eV

=====

What did the fourth record say?
Entry from OMol25: a gas-phase ion, C7H11BrFN2S (charge +1) (the ωB97M-V functional and the def2-TZVPD basis).

Results
E_tot   -94005.06927 eV
ΔE to the lowest compared entry with this formula, charge and spin   0.00 kJ/mol
Lowest unoccupied orbital energy   -3.31 eV
HOMO-LUMO gap   9.29 eV
Total charge   +1

CARTESIAN COORDINATES (ANGSTROEM)
C 1.042742 1.277809 1.375379
C -0.931865 -2.002721 -0.923924
C -1.740418 0.380851 -0.616132
C 0.665062 1.298578 -1.060578
C 0.183274 -2.723031 -1.031762
C -0.749539 1.625053 -0.425475
C -1.050524 -0.842011 -0.042913
N 1.505498 0.955545 0.124562
N 1.703773 0.967334 2.472608
F 1.251410 -2.250936 -0.270135
S -0.541547 2.032661 1.418812
Br -2.250418 -1.607508 1.348837
H 0.616008 0.429371 -1.653143
H -1.867495 -2.294110 -1.373591
H -2.759011 0.431027 -0.189636
H -1.685427 0.137912 -1.687307
H 1.216165 2.015987 -1.625460
H 0.336581 -3.626655 -1.595878
H -1.207225 2.475575 -0.719595
H -0.171981 -0.637759 0.643463
H 2.374843 0.392860 0.065428
H 2.692482 0.493532 2.272102
H 1.367611 1.070637 3.494338

Cartesian forces, eV/Å:
-0.5 -0.2 -1.5
1.1 -0.7 -0.7
2.0 0.4 -0.2
-0.2 0.1 2.8
-0.4 1.5 1.0
0.2 -3.1 1.1
0.1 -0.5 2.9
0.1 0.3 2.2
2.8 -1.3 0.9
-0.4 -0.9 -1.0
1.2 -0.9 -1.2
-0.3 0.1 0.6
-0.4 -1.2 -0.8
0.1 -0.3 -0.5
0.6 0.7 -0.6
-0.8 0.7 0.0
-0.3 1.1 -0.3
0.4 0.0 0.1
-1.2 2.7 -1.7
-1.0 -0.3 -1.6
-1.0 0.6 -0.2
-2.9 1.4 1.2
0.7 -0.2 -2.7

=====

E_tot of number 6 (C7H11Cl13)? -170228.54060 eV

=====

Which value of E_tot does entry 3 give? -23976.70322 eV